The molecule C5H8O2. Source: OMol25; level of theory: wB97M-V/def2-TZVPD.

Last columns: bonded neighbours and bond lengths (Å).
Positions of all 15 atoms, in Å:
1 O -2.443 -0.226 0.441  C2 1.409, H8 0.966
2 C -1.355 0.660 0.568  O1 1.409, C3 1.524, H9 1.093, H10 1.104
3 C -0.021 -0.077 0.608  C2 1.524, C4 1.554, C6 1.530, H11 1.096
4 C 0.309 -0.853 -0.698  C3 1.554, C5 1.551, H12 1.092, H13 1.097
5 C 1.533 0.062 -0.964  C4 1.551, C6 1.529, H14 1.094, H15 1.094
6 C 1.142 0.861 0.280  C3 1.530, C5 1.529, O7 1.200
7 O 1.509 1.899 0.757  C6 1.200
8 H -2.301 -0.732 -0.370  O1 0.966
9 H -1.503 1.224 1.491  C2 1.093
10 H -1.331 1.387 -0.262  C2 1.104
11 H 0.083 -0.653 1.535  C3 1.096
12 H 0.539 -1.914 -0.581  C4 1.092
13 H -0.480 -0.756 -1.453  C4 1.097
14 H 1.545 0.632 -1.898  C5 1.094
15 H 2.500 -0.435 -0.843  C5 1.094

Its SMILES is O=C1CC[C@@H]1CO. The orbital gap comes out at 10.4 eV. The HOMO energy is -9.60 eV. The value obtained for the LUMO energy is 0.8 eV. The molar mass is 100.117 g/mol.